1.
C10H28O4Si3 | the ωB97M-V functional and the def2-TZVPD basis

Properties
Charge   0
HOMO-LUMO gap   9.7 eV
Highest occupied orbital energy   -9.09 eV

The geometry in XYZ format:
```
45
Properties=species:S:1:pos:R:3:forces:R:3:lowdin_charge:R:1
H 4.56452 -0.67333 1.14643 -0.123 -0.233 -0.002 0.03
H 3.27737 -2.76482 2.22318 0.766 0.442 0.055 0.03
H 2.21639 0.75061 -3.64288 -0.945 -0.350 -0.130 0.10
H -4.36873 -1.38622 1.02839 0.671 0.081 0.192 0.04
H -1.05344 1.80718 2.28145 0.830 0.888 -0.138 0.12
O -0.78815 -0.15996 0.46381 -0.649 -0.935 -1.730 -0.21
H 2.70804 -1.50904 -1.27764 -0.186 -0.599 0.149 0.02
O 1.35116 0.27678 1.68794 -1.693 -0.036 -3.084 -0.18
C 1.45048 -0.06332 -3.53947 0.510 1.691 0.019 -0.06
H 2.37622 -1.48849 3.23994 0.866 -0.123 0.136 0.04
C -1.25004 3.93343 2.00792 -0.196 -0.135 -0.856 -0.08
H -0.80815 4.84639 1.53182 -0.431 -0.923 0.367 0.09
C 0.62117 0.18580 -2.28620 -2.925 1.187 -1.786 -0.32
H 1.02893 -2.09965 -1.01950 0.699 -0.788 -0.404 0.02
H 1.70476 -3.00678 2.78645 0.195 1.062 -0.837 0.06
H -3.20701 -0.27408 1.96975 -0.590 -0.997 -0.725 0.05
H 0.53109 2.75261 2.52812 -1.308 -0.255 -0.541 0.13
H 3.51715 0.69840 1.10510 0.333 0.788 0.339 0.01
C -0.41382 2.66200 1.88950 1.002 -0.661 2.361 -0.33
H -3.35295 -2.46887 -1.39091 -0.218 0.113 -0.039 0.03
Si 1.97981 -1.11036 0.99052 5.523 -1.100 0.296 0.37
H -1.65430 -2.46061 -1.80620 0.517 -0.396 0.156 0.02
H 3.97003 -0.03883 -0.40679 -0.422 -0.441 0.905 0.04
H -0.14539 -0.63741 -2.15048 1.322 0.371 0.427 0.09
Si -2.30660 -0.51566 -0.23467 0.752 -0.202 0.644 0.39
Si 0.55020 0.77477 0.27342 -1.829 2.063 2.385 0.13
H 2.05449 -0.92069 -3.48811 0.582 -1.512 0.355 0.04
C -2.49289 -1.83252 -1.56846 0.695 0.850 -0.054 -0.16
C -2.95936 1.09075 -0.88722 0.422 -1.294 -0.709 -0.14
O 1.38396 0.56364 -1.15874 -0.817 0.006 1.457 -0.16
C 2.07073 -2.11823 -0.63022 -2.404 0.523 0.129 -0.14
H -2.61308 -1.19535 -2.44207 -0.442 -0.275 -0.468 0.03
H -0.10519 1.05906 -2.51086 1.168 -0.958 0.127 0.14
H -2.19561 3.63391 1.57066 -0.327 0.624 -0.759 0.05
H -3.15985 1.61321 0.00901 -0.439 1.167 0.691 0.01
C -3.31037 -1.12279 1.21270 0.545 1.480 1.068 -0.17
H 0.84784 -0.15860 -4.46044 0.074 0.313 0.589 0.09
H -2.71879 -1.92539 1.67140 -0.439 -0.204 -0.157 0.04
H -1.57938 4.14657 3.02835 0.742 -0.076 0.164 0.08
O 0.02170 2.32256 0.59432 0.541 -0.266 -1.616 -0.15
C 2.38805 -2.18053 2.39484 -2.184 -2.046 1.906 -0.17
H -3.86175 0.74107 -1.36628 -0.714 0.381 -0.159 0.03
C 3.67561 -0.26339 0.65811 0.650 0.271 -0.813 -0.17
H -2.37622 1.65274 -1.61556 0.091 0.007 0.246 0.04
H 2.43140 -3.13656 -0.41040 -0.216 0.497 -0.151 0.05
```
Forces are in eV/Å.

---

2.
C10H29BN5OPSn | the ωB97M-V functional and the def2-TZVPD basis

Properties
Charge   +1
HOMO-LUMO gap (spin up / spin down)   6.0 / 8.5 eV
⟨S²⟩   0.755
Highest occupied orbital energy (spin up / spin down)   -9.51 / -12.16 eV
Spin multiplicity   2

The geometry in XYZ format:
```
48
Properties=species:S:1:pos:R:3:forces:R:3:mulliken_spin:R:1
H 0.21664 0.75871 -2.12007 -0.384 -0.013 0.196 0.00
H 0.87343 -2.01071 -2.38877 0.450 0.100 0.132 0.00
C -0.12328 4.24916 0.06355 -0.016 -0.194 -0.071 0.00
N 0.96727 3.45819 -0.55265 -0.525 -0.523 0.126 0.01
H -1.56903 0.87516 -1.80198 0.308 -0.069 0.020 0.00
N -0.32516 1.41237 -0.15199 -0.830 1.337 -0.595 0.08
H 1.77470 1.52922 -0.44358 -0.320 0.216 0.287 0.00
H 0.64583 4.33444 -2.43547 0.262 -0.379 0.030 0.00
H -1.66973 4.48115 -2.04019 -0.257 -0.360 0.087 0.00
H 2.82926 -0.18708 -1.02188 0.101 -0.168 -0.268 -0.01
C -0.58862 1.34353 -1.64495 0.032 0.932 -0.336 0.02
N 2.39304 -1.10312 -0.93754 -0.131 0.730 1.495 0.01
C 0.68271 3.32546 -1.99953 -0.134 -0.087 0.126 0.00
C 0.98123 2.11637 0.05029 0.025 0.393 -0.577 0.00
H -2.07139 -4.80711 1.75970 -0.331 0.349 -0.238 0.00
H 0.06852 4.31181 1.14604 -0.045 0.247 -0.360 0.00
N -1.45048 3.62864 -0.13397 0.660 -0.921 -0.047 0.01
H 0.55268 -5.11601 1.16667 0.267 0.356 -0.372 0.00
H 1.51427 -0.93382 -0.40971 0.384 -0.060 -0.256 0.01
H -0.20004 -4.17924 3.63895 0.144 0.613 0.154 0.00
H -2.88581 -3.18454 1.87801 0.354 -0.350 -0.189 0.00
H -2.37503 -3.80934 0.27313 0.156 -0.044 0.499 0.00
H 2.97759 -1.61942 -0.28475 0.145 -0.161 -0.241 -0.01
N -0.61936 2.68020 -2.25331 0.116 -0.303 0.893 0.01
H 1.18273 2.20031 1.12178 0.014 0.012 -0.151 -0.01
B 2.09205 -1.84208 -2.31086 -0.195 -0.680 -1.338 0.03
H -0.88469 -1.47466 -1.11676 -0.263 0.151 0.301 0.11
O 0.57945 0.95073 3.38098 -0.673 -1.810 -2.996 0.02
C -2.12209 -3.78229 1.34862 0.005 -0.335 0.150 0.02
H 0.88696 -2.71648 3.53409 -0.487 -0.300 0.031 0.00
H -2.38369 1.80591 0.28318 0.262 -0.014 0.161 0.00
C -0.12853 -3.11252 3.34474 0.104 -0.210 0.336 0.01
H -1.21728 2.37012 1.54417 -0.084 -0.080 -0.235 0.00
H -0.86731 -2.50388 3.90103 0.385 -0.399 -0.238 0.00
H -2.63954 2.95861 -1.73515 0.265 0.406 -0.093 0.00
C -1.41071 2.27886 0.46661 0.049 0.838 -0.735 0.01
C -1.67721 3.47713 -1.59170 0.180 -0.137 0.106 0.00
H 1.72363 -3.76431 0.87212 -0.499 -0.251 -0.067 0.00
H 1.47220 2.70018 -2.44909 -0.230 0.435 -0.018 0.00
H -2.41168 -0.50181 0.99643 0.295 0.163 0.198 0.00
P -0.48161 -3.02992 1.58229 -0.642 -0.207 -0.192 0.04
Sn -0.78822 -0.76023 0.49675 0.066 -0.909 -1.788 0.54
C 0.68441 -4.11150 0.71993 0.161 -0.203 0.061 0.01
H 0.46631 -4.13532 -0.36457 0.102 0.034 0.534 0.00
H 2.69147 -2.90461 -2.28760 -0.146 0.224 0.066 0.00
H 2.49912 -1.12267 -3.21109 -0.121 -0.115 0.288 0.00
H -0.13968 5.24038 -0.41381 0.094 -0.251 0.373 0.00
C 0.27468 0.22599 2.53190 0.925 1.996 4.751 0.09
```
Forces are in eV/Å.

---

3.
C10H29Br2N3O4PS3 | the ωB97M-V functional and the def2-TZVPD basis

Properties
Charge   +1
HOMO-LUMO gap   7.0 eV
Highest occupied orbital energy   -10.81 eV

The geometry in XYZ format:
```
52
Properties=species:S:1:pos:R:3:forces:R:3:lowdin_charge:R:1
Br 2.45589 2.63890 3.91199 -0.013 0.124 0.019 0.37
C 2.99017 -3.22152 -5.00325 -0.048 -0.035 -0.025 -0.26
H -1.02996 4.58470 1.79620 0.002 -0.062 -0.056 0.14
O 1.18537 1.35385 -2.71625 -0.118 0.024 -0.001 -0.55
H 3.96972 2.25143 -2.52092 -0.039 0.021 0.018 0.05
C -2.08258 -0.72660 3.37519 -0.335 0.398 0.044 -0.10
N -1.84861 4.10409 2.14052 0.031 0.198 -0.009 0.26
H 3.01350 -4.23580 -5.40099 0.000 0.003 -0.011 0.06
H 5.16477 -4.04330 -2.18536 0.010 0.014 -0.008 0.05
N -0.56896 3.26280 3.83636 -0.194 -0.855 0.201 -0.09
H 2.72714 -0.43844 -0.04975 0.014 0.000 -0.007 0.06
H 4.30695 -5.11569 -3.31761 0.012 -0.004 0.002 0.06
H -2.92213 1.41786 2.30295 0.112 0.012 0.057 0.09
H -3.32843 0.09486 4.93413 0.121 0.147 0.127 0.09
O -2.45676 -1.54739 0.43393 0.002 0.136 -0.124 -0.56
H -3.69857 3.52991 3.58837 -0.186 -0.206 0.140 0.10
C -2.98043 0.13347 -1.54430 -0.022 0.024 -0.033 -0.26
H -2.81179 1.01476 -0.92843 0.027 0.003 -0.003 0.04
H -1.15451 -0.46271 2.86451 -0.013 -0.166 0.027 0.04
H -2.69261 4.13872 1.58917 -0.021 -0.018 0.039 0.15
C 4.31757 -4.12572 -2.86252 -0.022 -0.040 0.029 -0.27
C 2.02302 -0.35115 -0.87797 -0.058 -0.062 0.041 -0.26
Br -5.14078 1.35201 3.31804 -0.032 -0.006 -0.096 0.79
S -1.92636 -1.17548 -0.91171 -0.030 -0.039 0.000 0.81
C 3.75075 1.29922 -2.04159 0.091 0.043 -0.162 -0.26
H -1.96760 -3.36229 -1.79227 -0.002 -0.001 0.018 0.05
O 4.36002 -1.55964 -3.48339 -0.092 0.000 0.139 -0.57
H 1.38280 2.97221 1.34075 -0.110 -0.001 -0.291 0.04
H -2.21951 -2.14709 -3.06948 0.005 0.003 0.000 0.06
S 2.04536 1.33151 -1.50563 0.078 -0.029 0.196 0.76
H -2.70452 0.35357 -2.57496 0.031 0.018 0.010 0.06
H 3.88326 0.47852 -2.74567 0.027 -0.017 -0.006 0.02
H -0.71510 3.01173 4.81392 0.068 -0.033 -0.010 0.10
H -2.81322 -0.94555 2.59654 0.071 -0.230 0.075 0.05
C -2.48214 -2.44011 -2.05331 0.017 -0.048 -0.054 -0.26
H 4.39804 1.16623 -1.17425 -0.020 0.005 0.016 0.06
C -1.78161 3.42887 3.26368 0.151 0.330 -0.055 -0.48
C -3.21369 1.52259 3.35115 0.027 -0.072 0.509 -0.71
H 2.30198 -1.02585 -1.68801 0.039 0.027 -0.016 0.04
N -2.92708 2.91640 3.83830 -0.071 0.556 -0.534 0.03
H -1.75232 0.87255 4.80672 -0.131 0.060 -0.013 0.09
H 2.91123 -2.50786 -5.82013 0.017 0.014 0.003 0.05
H -4.02274 -0.17681 -1.47664 0.006 -0.033 0.025 0.06
H -3.55849 -2.57125 -1.94965 -0.004 0.010 0.023 0.06
P 0.52051 1.98736 3.09210 -0.021 0.207 -0.137 0.55
O 0.52224 2.60438 1.59855 0.331 -0.051 0.192 -0.37
H 3.38797 -3.93709 -2.32553 -0.003 0.019 -0.007 0.05
H -1.93482 -1.61216 3.98990 0.104 0.008 -0.077 0.09
H 2.15598 -3.09211 -4.31389 0.012 0.012 0.015 0.05
S 4.52750 -2.88604 -4.14282 0.071 0.008 -0.080 0.83
H 1.01187 -0.56361 -0.53321 0.013 0.016 -0.022 0.01
C -2.57828 0.44880 4.22654 0.096 -0.432 -0.129 -0.29
```
Forces are in eV/Å.

---

4.
C10H29O5S4Tl | the ωB97M-V functional and the def2-TZVPD basis

Properties
Charge   +2
HOMO-LUMO gap   3.9 eV
Highest occupied orbital energy   -14.56 eV

The geometry in XYZ format:
```
49
Properties=species:S:1:pos:R:3:forces:R:3:lowdin_charge:R:1
O 16.62024 20.90941 0.89310 -0.122 0.285 0.685 -0.68
H 16.05041 22.38784 6.98241 0.056 -0.033 -0.088 0.04
H 14.57465 23.03281 0.05474 -0.055 -0.313 0.072 0.05
H 14.93619 22.80659 -1.65261 0.008 -0.232 -0.031 0.07
H 17.48895 19.89291 -1.47264 -0.116 -0.103 -0.176 0.06
H 13.55746 19.15966 5.20669 0.022 -0.047 -0.164 0.11
H 21.31856 24.99326 4.55891 -0.132 -0.137 -0.033 0.05
H 14.32264 26.40231 4.28152 -0.096 -0.158 0.171 0.07
H 15.97706 26.27110 4.90066 0.147 0.005 -0.148 0.06
H 12.68572 24.34657 4.09821 0.114 0.215 0.001 0.07
C 14.61352 19.40695 5.29040 0.040 -0.225 1.135 0.06
C 16.66342 21.69136 7.55677 -0.370 0.255 0.064 -0.22
C 18.59838 23.33605 6.49400 -0.117 0.232 -0.565 -0.22
Tl 18.28182 21.78988 2.93445 -0.306 -0.282 0.553 1.19
O 20.71835 22.03512 4.00256 -0.455 0.357 0.238 -0.74
C 15.24564 25.82653 4.23129 -0.102 -0.070 -0.025 -0.23
H 23.08854 20.99852 3.39279 -0.204 0.010 -0.242 0.06
C 23.20685 22.07915 3.35349 0.364 0.031 0.613 -0.23
O 16.14183 23.36731 4.02932 0.153 -0.252 -0.082 -0.68
C 21.90407 24.39414 3.85747 -0.023 0.814 0.598 -0.25
H 17.70321 23.69613 5.98421 0.022 0.067 0.019 0.03
S 21.97950 22.73031 4.49394 -0.010 -0.528 -0.912 0.88
H 13.32963 22.76440 3.69293 0.094 -0.010 0.042 0.04
S 15.01769 24.10689 4.70527 -0.438 0.351 0.072 0.84
H 23.03026 22.51824 2.37639 0.033 -0.223 -0.122 0.06
H 14.52693 19.22719 3.09061 0.181 -0.404 0.238 0.14
H 15.57926 25.78451 3.19473 0.199 0.142 0.052 0.07
H 16.44496 20.78745 -2.62260 0.172 0.080 -0.112 0.07
H 13.81889 24.15248 2.68965 -0.232 0.051 -0.052 0.06
H 17.72521 21.62574 -1.61949 -0.213 0.236 -0.055 0.07
O 16.30181 19.97805 3.68512 0.935 0.059 0.507 0.00
H 24.21511 22.27932 3.71837 -0.039 0.296 -0.068 0.07
O 18.25896 20.86107 5.62297 -0.175 -0.049 -0.639 -0.56
C 15.33521 22.68803 -0.64486 -0.136 0.816 0.144 -0.25
H 16.26192 20.68566 7.47636 0.128 -0.094 0.108 0.05
H 16.19942 23.34520 -0.53298 0.165 -0.228 -0.031 0.07
H 14.55620 20.89086 3.77709 0.100 -0.026 0.470 0.14
H 18.86862 23.97129 7.33378 -0.102 -0.233 0.238 0.08
S 15.77432 20.98711 -0.35559 0.545 -0.008 -0.382 0.91
H 22.89668 24.84753 3.87693 0.081 -0.200 -0.182 0.07
C 16.98128 20.83467 -1.67751 -0.142 -0.495 0.226 -0.22
H 15.20745 18.54233 5.57538 -0.029 -0.092 -0.282 0.10
H 19.41726 23.32059 5.77423 0.051 -0.088 0.094 0.02
C 13.55509 23.83032 3.69629 0.198 -0.294 -0.096 -0.23
H 16.67083 21.99299 8.60378 0.147 -0.001 -0.003 0.08
H 14.75065 20.17919 6.03802 0.092 0.249 -0.265 0.06
H 21.44327 24.46194 2.87424 0.161 -0.325 -0.107 0.07
S 18.32298 21.62264 6.90992 0.340 -0.126 0.465 0.93
C 15.02379 19.87157 3.82691 -0.932 0.722 -1.938 -0.31
```
Forces are in eV/Å.

---

5.
C10H2Cl6N3O2Pt | the ωB97M-V functional and the def2-TZVPD basis

Properties
Charge   +1
HOMO-LUMO gap   6.0 eV
Highest occupied orbital energy   -12.92 eV

The geometry in XYZ format:
```
24
Properties=species:S:1:pos:R:3:forces:R:3:lowdin_charge:R:1
H 1.98669 5.78690 0.44368 -0.017 0.010 -0.020 0.11
C -1.83272 -0.61084 0.49371 -0.135 -0.186 -0.038 -0.32
Pt -0.74474 2.09687 -0.04982 -0.385 -0.305 -0.103 1.15
O 0.24661 3.88508 -0.17016 0.100 -0.093 0.073 -0.06
H 3.36519 4.64337 0.41759 -0.006 0.020 0.017 0.10
C 2.41165 4.90526 -0.02898 0.022 -0.028 0.023 -0.44
C 1.32095 -1.22747 1.26439 -0.049 0.251 0.003 -0.65
C 0.90397 1.05069 1.92561 0.002 0.112 0.193 -0.63
Cl 0.63301 2.25749 3.08545 0.095 -0.032 0.006 0.86
Cl 1.95046 -2.04631 -1.23788 -0.004 -0.015 -0.045 0.80
C 1.47860 0.46400 -0.43844 0.001 -0.035 -0.169 -0.62
Cl 2.64501 5.22235 -1.75717 0.015 -0.013 -0.010 0.68
C -1.56906 -2.85819 0.56255 -0.253 0.014 -0.089 -0.36
O 1.97471 2.62192 0.44702 -0.104 -0.088 0.136 0.02
C 1.55583 -0.85526 -0.09103 -0.103 -0.028 0.014 -0.70
Cl 0.70192 -0.77984 3.86587 -0.019 0.011 0.023 0.79
C 1.44775 3.76635 0.08557 -0.053 0.175 -0.076 -0.55
N -1.78962 0.45355 -0.02624 -0.012 0.169 0.136 -0.03
Cl 1.85884 1.00112 -1.99495 0.091 -0.050 0.025 0.87
N -1.24037 -3.88653 0.15733 0.146 0.020 0.075 0.16
C 0.97747 -0.26701 2.26695 -0.068 -0.107 -0.069 -0.71
Cl 1.48235 -2.81747 1.69585 0.028 -0.189 0.045 0.91
N -1.97878 -1.70158 1.09029 0.254 0.140 -0.062 0.14
C 1.06053 1.49147 0.53098 0.456 0.247 -0.088 -0.51
```
Forces are in eV/Å.

---

no.,molecular weight (g/mol)
1,296.588
2,395.873
3,542.342
4,561.988
5,603.941